# 1
{"formula": "CH3ClN2O2", "method": "wB97M-V/def2-TZVPD", "spin_multiplicity": 1, "homo_ev": -8.79, "orbital_gap_ev": 9.2, "total_energy_ev": -20678.267, "charge": 0, "lumo_energy_ha": 0.01387, "elements": ["C", "N", "N", "O", "O", "Cl", "H", "H", "H"], "xyz": [[-0.3837, 0.1539, -0.4929], [1.1147, -0.7492, 1.3393], [0.3138, -1.0091, 0.3713], [1.7725, -1.6277, 1.9219], [0.1624, -2.1284, -0.1418], [-0.4613, 1.6343, 0.4793], [0.2357, 0.3235, -1.3678], [-1.3826, -0.2045, -0.7261], [1.0990, 0.2223, 1.6864]], "forces_ev_per_a": [[1.2, -0.9, 2.0], [0.0, 0.2, 0.3], [-1.5, 1.4, -2.3], [0.1, -0.1, 0.1], [0.3, -0.2, 0.4], [-0.1, 0.0, -0.3], [0.0, -0.2, 0.1], [0.2, -0.1, 0.2], [-0.1, -0.3, -0.4]]}

---

# 2
{"formula": "CH3ClN2S", "method": "wB97M-V/def2-TZVPD", "spin_multiplicity": 1, "homo_ev": -8.04, "orbital_gap_ev": 8.3, "total_energy_ev": -27420.875, "charge": 0, "lumo_energy_ha": 0.00916, "elements": ["N", "N", "C", "S", "Cl", "H", "H", "H"], "xyz": [[0.3439, 0.3630, 0.0155], [-0.8321, -0.4238, -0.2026], [-1.9756, 0.1134, -0.0682], [-3.6545, -0.9905, 0.0217], [-2.2071, 1.7710, -0.0470], [1.0473, 0.0726, -0.6041], [-0.0078, 1.3320, -0.0696], [-0.8110, -1.4179, -0.2474]], "forces_ev_per_a": [[-1.8, -0.1, 1.2], [1.6, 1.6, 0.3], [-6.4, -3.1, -0.1], [4.0, 2.3, -0.2], [0.3, 0.7, 0.2], [0.9, 0.0, -1.2], [1.0, -0.7, -0.3], [0.3, -0.8, 0.2]]}

---

# 3
{"formula": "CH3ClN3O", "method": "wB97M-V/def2-TZVPD", "spin_multiplicity": 1, "homo_ev": [-13.00, -13.00], "orbital_gap_ev": [6.6, 6.6], "total_energy_ev": -20110.037, "charge": 1, "lumo_energy_ha": [-0.23397, -0.23400], "elements": ["C", "N", "N", "N", "O", "Cl", "H", "H", "H"], "xyz": [[0.2271, 0.7138, -0.6812], [-1.8693, -2.5939, -0.5407], [-2.0551, -0.4128, 0.1385], [-2.1541, -1.5299, -0.1417], [0.4553, 1.7348, 0.0183], [-3.0420, 0.9499, 0.1826], [1.0150, 0.7440, -1.5159], [-2.3060, -3.5497, -0.3801], [1.3694, 2.0739, 0.0359]], "forces_ev_per_a": [[0.3, -0.4, -2.5], [0.3, -1.3, -0.9], [0.6, 0.6, 0.8], [-1.3, -0.1, 0.0], [0.1, 0.7, 2.4], [0.2, -0.9, -0.4], [-0.5, -1.0, 0.7], [0.3, 1.8, 0.4], [-0.1, 0.5, -0.6]]}

---

# 4
{"formula": "CH3ClN3S", "method": "wB97M-V/def2-TZVPD", "spin_multiplicity": 3, "homo_ev": [-14.19, -15.27], "orbital_gap_ev": [8.3, 6.3], "total_energy_ev": -28899.469, "s_squared": 2.01, "charge": 1, "lumo_energy_ha": [-0.21490, -0.33063], "elements": ["C", "N", "N", "N", "S", "Cl", "H", "H", "H"], "xyz": [[0.9408, 0.1633, -0.8247], [-1.6134, -1.3436, 0.6986], [-0.1857, -0.3613, -0.6946], [-1.0156, -0.4310, 0.1898], [1.7998, 0.7129, 0.5754], [-1.9704, 1.6005, 0.5393], [1.4103, 0.1522, -1.8189], [-2.2346, -1.2045, 1.4169], [2.8688, 0.7116, -0.0819]], "forces_ev_per_a": [[2.3, 0.6, 0.7], [2.5, -1.0, -2.7], [-0.9, -1.2, -2.7], [-0.9, -1.7, 2.0], [-2.2, -0.1, 0.7], [-1.0, 2.0, 0.5], [-0.3, 0.1, 0.5], [-2.1, 1.0, 2.3], [2.7, 0.3, -1.2]]}

---

# 5
{"formula": "CH3ClO", "method": "wB97M-V/def2-TZVPD", "spin_multiplicity": 1, "homo_ev": -9.41, "orbital_gap_ev": 8.2, "total_energy_ev": -15651.623, "charge": 0, "lumo_energy_ha": -0.04422, "elements": ["C", "O", "Cl", "H", "H", "H"], "xyz": [[-1.6139, -1.1939, -2.1794], [0.1433, 0.3522, 0.7344], [-2.6803, 0.0788, -2.1131], [-1.2874, -1.4506, -1.1127], [1.0473, 0.0225, 0.7622], [-0.2637, -0.2930, 0.0810]], "forces_ev_per_a": [[0.6, -0.7, 0.3], [-0.6, -1.4, -1.4], [0.0, 0.1, 0.4], [-0.6, 0.5, -0.7], [0.2, 0.2, 0.2], [0.5, 1.3, 1.2]]}

---

# 6
{"formula": "CH3ClO2S", "method": "wB97M-V/def2-TZVPD", "spin_multiplicity": 1, "homo_ev": -9.25, "orbital_gap_ev": 9.0, "total_energy_ev": -28536.857, "charge": 0, "lumo_energy_ha": -0.00940, "elements": ["C", "O", "O", "S", "Cl", "H", "H", "H"], "xyz": [[-0.8067, 0.1367, 0.0545], [-0.4675, 0.9234, -0.9787], [-0.5148, 0.7865, 1.1471], [0.5734, -1.7347, 0.1920], [-2.4934, -0.5064, -0.2556], [0.0911, 1.6216, -0.6255], [-0.5394, 0.1866, 1.8908], [-0.1105, -2.7159, -0.2361]], "forces_ev_per_a": [[0.7, -2.0, -2.3], [-0.4, -0.8, -0.4], [-0.3, 0.3, 1.6], [0.2, 3.6, 0.8], [1.1, 0.4, 0.6], [0.3, 0.2, 0.0], [0.0, -0.3, 0.6], [-1.6, -1.4, -0.8]]}

---

# 7
{"formula": "CH3ClO2S", "method": "wB97M-V/def2-TZVPD", "spin_multiplicity": 1, "homo_ev": [-10.35, -10.35], "orbital_gap_ev": [8.4, 8.4], "total_energy_ev": -28536.272, "charge": 0, "lumo_energy_ha": [-0.07057, -0.07060], "elements": ["C", "O", "O", "S", "Cl", "H", "H", "H"], "xyz": [[-0.3877, -0.4918, 0.0648], [1.7426, 1.0790, -0.2672], [0.1883, -1.5167, -0.6118], [0.9329, 0.7160, 0.8564], [-0.8824, 2.4406, 1.3123], [-0.9785, 0.0326, -0.6240], [-1.0680, -0.9476, 0.7338], [0.4529, -1.3120, -1.4644]], "forces_ev_per_a": [[0.5, 0.4, -0.2], [0.6, 0.3, -0.9], [0.6, -2.0, 2.4], [-3.1, 0.1, 0.8], [1.6, -1.7, -0.5], [-0.7, 1.8, -0.6], [-0.3, 0.0, 1.6], [0.8, 1.0, -2.5]]}

---

# 8
{"formula": "CH3ClO2S", "method": "wB97M-V/def2-TZVPD", "spin_multiplicity": 1, "homo_ev": -10.63, "orbital_gap_ev": 10.4, "total_energy_ev": -28536.770, "charge": 0, "lumo_energy_ha": -0.00928, "elements": ["C", "O", "O", "S", "Cl", "H", "H", "H"], "xyz": [[-1.0851, -0.0168, 0.1745], [1.1901, -1.1196, -0.9567], [0.0633, 0.5848, 0.6976], [1.5327, -0.3899, 0.2292], [2.5895, 1.3562, -0.3474], [-1.1396, -0.1507, -0.8789], [-1.8308, 0.6194, 0.4096], [-1.3202, -0.8833, 0.6719]], "forces_ev_per_a": [[1.2, 0.0, -0.7], [0.0, -0.1, 0.0], [3.2, -1.4, -0.8], [-1.8, 2.3, 0.4], [-0.3, -0.6, 0.2], [0.5, -0.2, -1.0], [-2.6, 2.4, 0.8], [-0.4, -2.5, 1.0]]}

---

What are the ΔE to the lowest compared entry with this formula, charge and spin values for these records? In order: 62.2, 52.5, 88.9, 0.0, 86.3, 42.0, 55.5, 44.0 kcal/mol.